1.
A molecular structure, C24H42F8INO6Sb. Source: OMol25; level of theory: ωB97M-V/def2-TZVPD.

As for the LUMO energy: 2.41 eV. The total charge is -1. The value obtained for the frontier orbital gap is 6.9 eV.

XYZ file:
```
83
C24H42F8INO6Sb | OMol25 | ωB97M-V/def2-TZVPD
C 0.0676 2.3027 4.7446
C -0.6446 2.6023 3.5799
C -1.6083 1.6491 2.7808
Sb -0.5399 0.3671 1.2613
C 1.1748 1.7867 1.1468
C 0.8704 3.1535 0.4103
O 2.0699 4.0165 0.3113
C 1.8722 4.8423 -0.8596
C 2.7533 4.3886 -2.1018
F 3.9002 3.7444 -1.6067
F 3.0762 5.5682 -2.8133
C 2.0510 3.3745 -3.1009
F 0.6951 3.6471 -3.2358
F 2.1987 2.0890 -2.5431
C 2.6852 3.2999 -4.5591
F 2.6109 1.9454 -4.9601
F 4.0405 3.6213 -4.6089
C 1.8542 4.0942 -5.6758
F 1.5753 5.4127 -5.2833
F 0.6973 3.4063 -6.0675
C 0.5179 -0.8438 -0.2585
C 1.7704 -1.6831 0.2635
N 1.4363 -3.1362 0.4755
C 1.5475 -3.9127 -0.7808
C 3.0328 -4.3185 -1.2100
C 2.1961 -3.7089 1.5717
C 1.4596 -4.8042 2.4763
O 3.3498 -3.3943 1.8923
C 0.3896 -0.6846 2.9836
O -0.5058 -0.7458 4.1425
O 0.1235 -1.4148 5.1826
O -2.1257 -0.9217 1.4140
C -1.8220 -2.2793 1.1274
C -3.0336 -3.1666 1.7521
O -3.4635 -4.1716 0.7926
C -4.7785 -3.8656 0.3021
C -4.8162 -2.7524 -0.8498
C -1.7398 1.5011 -0.2842
I -3.8568 0.8401 -0.0948
C -1.3570 1.1644 -1.7894
C -2.3905 1.8701 -2.8256
H -0.3555 1.5058 5.4396
H 1.0682 2.7278 5.0400
H -0.5368 3.6679 3.1847
H -2.2926 1.0205 3.4469
H -2.3343 2.3440 2.2265
H 2.0000 1.2856 0.5261
H 1.6755 1.9755 2.1584
H 0.6289 2.8805 -0.6740
H 0.0264 3.7185 0.9079
H 0.7764 5.0016 -1.1007
H 2.2679 5.8724 -0.5579
H 2.4955 4.1660 -6.6137
H 0.9896 -0.0712 -0.9638
H -0.1680 -1.4439 -0.9495
H 2.3310 -1.2225 1.1252
H 2.5209 -1.6903 -0.6075
H 1.1023 -3.2527 -1.5992
H 0.9143 -4.8567 -0.7828
H 3.1926 -3.8977 -2.2631
H 3.1375 -5.4452 -1.2930
H 3.8472 -3.8445 -0.5779
H 0.7832 -5.4776 1.8548
H 2.2023 -5.4347 3.0592
H 0.8021 -4.2702 3.2447
H 1.2931 -0.0818 3.3549
H 0.6853 -1.7614 2.7952
H -0.2486 -1.0081 5.9944
H -0.8850 -2.6934 1.6010
H -1.8430 -2.5338 0.0094
H -2.6665 -3.6720 2.7110
H -3.8901 -2.4650 1.9867
H -5.1647 -4.8298 -0.1737
H -5.5253 -3.6016 1.1177
H -5.4768 -1.9136 -0.4801
H -5.3291 -3.2136 -1.7572
H -3.7987 -2.4121 -1.1944
H -1.8140 2.6158 -0.0539
H -1.5325 0.0454 -1.9402
H -0.2971 1.4210 -2.0820
H -3.1815 1.0923 -3.0908
H -1.8387 2.1079 -3.7844
H -2.8951 2.7619 -2.3472
```



2.
2 unconnected molecules or ions with the total composition C24H42FNO4P. Source: OMol25; level of theory: ωB97M-V/def2-TZVPD.

As for the LUMO energy: -2.24 eV. The total charge is +1. The value obtained for the frontier orbital gap is 9.7 eV.

XYZ file:
```
73
C24H42FNO4P | OMol25 | ωB97M-V/def2-TZVPD
C -5.2708 -2.7342 -1.7012
C -4.1229 -2.5075 -0.7422
F -3.5859 -1.2426 -0.8606
C -3.0392 -3.5929 -0.8601
C -3.4097 -4.6644 0.1305
C -3.5534 -4.6277 1.4524
N -3.3960 -3.5281 2.3111
C -3.7227 -3.8091 3.4763
O -4.1898 -3.8360 4.5344
C -4.0005 -6.0396 1.8110
O -4.7346 -6.3874 2.6591
O -3.4335 -6.8326 0.8403
C -3.7147 -6.0706 -0.3119
O -4.1408 -6.4811 -1.3214
H -5.9201 -1.8691 -1.6474
H -5.8213 -3.6116 -1.3901
H -4.8843 -2.8466 -2.7077
H -4.5637 -2.5591 0.2462
H -3.1408 -4.0300 -1.8453
H -2.0532 -3.1750 -0.7025
C 0.5802 -1.7124 2.3726
C -0.1768 -1.0881 1.2056
C 0.6240 -1.1852 -0.0892
C 1.7861 -0.1934 -0.2425
P 1.4014 1.5306 -0.6014
C 0.2376 1.4597 -1.9946
C 0.6019 0.6904 -3.2755
C 1.6871 1.2681 -4.1926
C 1.5219 2.7445 -4.5413
C 2.8969 2.3253 -1.2096
C 4.1239 2.6231 -0.3287
C 3.9152 3.6028 0.8222
C 3.2891 4.9386 0.4364
C 0.4452 2.4841 0.5944
C 0.8110 2.8621 2.0465
C 1.5580 1.8452 2.9272
C 0.6631 1.2684 4.0211
H 1.5522 -1.2418 2.5321
H 0.0045 -1.6257 3.2925
H 0.7578 -2.7731 2.1869
H -0.4497 -0.0532 1.4245
H -1.1174 -1.6301 1.0855
H -0.0657 -1.0734 -0.9301
H 1.0263 -2.1976 -0.1632
H 2.3687 -0.5240 -1.1104
H 2.4828 -0.2726 0.5952
H -0.0763 2.4789 -2.2320
H -0.6616 0.9885 -1.5838
H -0.3153 0.6109 -3.8631
H 0.8786 -0.3351 -3.0163
H 1.6905 0.6889 -5.1178
H 2.6758 1.0877 -3.7677
H 0.7078 2.8881 -5.2521
H 2.4359 3.1353 -4.9878
H 1.3103 3.3660 -3.6696
H 2.6093 3.2261 -1.7546
H 3.2839 1.6302 -1.9564
H 4.9114 3.0071 -0.9804
H 4.4969 1.6820 0.0852
H 4.8683 3.7817 1.3234
H 3.3038 3.0984 1.5686
H 4.0003 5.5544 -0.1158
H 2.9995 5.4943 1.3284
H 2.3947 4.8261 -0.1801
H -0.5402 2.0096 0.6242
H 0.2608 3.4340 0.0780
H -0.1195 3.1450 2.5429
H 1.3666 3.7990 2.0323
H 2.4021 2.3339 3.4163
H 1.9895 1.0478 2.3186
H 0.4258 2.0333 4.7619
H 1.1585 0.4524 4.5458
H -0.2845 0.9083 3.6171
```



3.
5 unconnected molecules or ions with the total composition C24H42NO13. Source: OMol25; level of theory: ωB97M-V/def2-TZVPD.

As for the LUMO energy: -2.50 eV. The total charge is +1. The value obtained for the frontier orbital gap is 8.9 eV.

XYZ file:
```
80
C24H42NO13 | OMol25 | ωB97M-V/def2-TZVPD
C 2.9768 -0.3676 2.7229
C 3.1203 0.2112 1.2881
C 1.9012 0.1570 0.3133
C 0.5588 -0.4870 0.8153
C -0.6709 -0.5297 -0.2391
C -1.5746 -1.8482 -0.0826
C -3.1749 -1.5264 -0.0195
N -3.4317 -0.5459 1.0915
C -3.8353 0.8330 0.6466
C -3.8443 1.5047 2.1371
O -4.5968 0.4272 2.8169
C -4.5663 -0.8348 2.0634
C 0.4454 -1.0382 2.2584
C 1.6494 -0.9961 3.2285
H 3.8412 -0.3406 3.4818
H 4.0858 0.6925 0.9321
H 2.0298 0.5784 -0.7398
H -1.2653 0.4563 -0.2163
H -0.1813 -0.5666 -1.2864
H -1.3545 -2.4796 0.8412
H -1.4211 -2.4990 -1.0161
H -3.6653 -2.5519 0.1891
H -3.4655 -1.1060 -1.0423
H -2.6270 -0.5267 1.7569
H -3.2090 1.3720 -0.1367
H -4.8992 0.8410 0.2268
H -4.4602 2.4592 2.0916
H -2.7402 1.5770 2.4678
H -5.6275 -0.8476 1.6140
H -4.4770 -1.7993 2.6648
H -0.5317 -1.5218 2.5983
H 1.5044 -1.4291 4.2704
C 2.3196 -2.7318 -2.4860
O 2.6916 -1.5482 -3.1892
C 2.6949 -1.6802 -4.5288
O 2.4181 -2.6812 -5.1417
O 3.0598 -0.5034 -5.0612
C 3.1080 -0.4948 -6.4891
H 2.3512 -2.5098 -1.4180
H 1.3012 -3.0311 -2.7463
H 3.0240 -3.5406 -2.6911
H 2.1222 -0.7045 -6.9096
H 3.8451 -1.2134 -6.8539
H 3.4127 0.5025 -6.8072
C -1.6243 0.1831 -6.7469
O -1.9140 1.2546 -7.6412
C -0.8924 1.5883 -8.4490
O 0.1960 1.0675 -8.4653
O -1.2951 2.6004 -9.2327
C -0.3033 3.0617 -10.1497
H -2.5163 0.0003 -6.1462
H -1.3879 -0.7282 -7.3007
H -0.8046 0.4516 -6.0762
H -0.0147 2.2648 -10.8383
H 0.5683 3.4445 -9.6143
H -0.7382 3.8771 -10.7285
C 4.5238 -4.3507 5.4635
O 4.1391 -4.6982 6.7922
C 2.9337 -4.2324 7.1570
O 2.1904 -3.5721 6.4702
O 2.6992 -4.6286 8.4177
C 1.4428 -4.2021 8.9421
H 5.5098 -4.7785 5.2796
H 3.8241 -4.7704 4.7373
H 4.5917 -3.2661 5.3530
H 0.6197 -4.6159 8.3553
H 1.3873 -3.1117 8.9708
H 1.3625 -4.5786 9.9622
C -2.5896 7.0440 3.3605
O -1.2846 6.6932 2.9008
C -1.1138 5.3827 2.6729
O -1.9484 4.5205 2.8227
O 0.1467 5.1948 2.2494
C 0.4743 3.8355 1.9659
H -2.6107 8.1237 3.5104
H -3.3438 6.7839 2.6145
H -2.8057 6.5584 4.3145
H -0.1569 3.4461 1.1633
H 0.3812 3.2207 2.8641
H 1.5123 3.8050 1.6335
```



4.
A molecular structure, C24H43AlClN3O4. Source: OMol25; level of theory: ωB97M-V/def2-TZVPD.

As for the LUMO energy: -0.29 eV. The total charge is 0. The value obtained for the frontier orbital gap is 4.9 eV. Its energy above the lowest of the compared OMol25 structures with the same formula, charge and spin is 0.0 kcal/mol.

XYZ file:
```
76
C24H43AlClN3O4 | OMol25 | ωB97M-V/def2-TZVPD
O -2.1440 -1.5733 -2.6839
C -1.2560 -1.5891 -3.5441
C -0.0087 -2.3800 -3.3916
C 0.2500 -3.2052 -2.2673
H -0.3324 -3.0664 -1.3598
C 1.2462 -4.1872 -2.3328
H 1.4028 -4.8477 -1.4775
C 2.0104 -4.3223 -3.4964
H 2.6541 -5.1902 -3.6348
C 1.9798 -3.3192 -4.4747
H 2.7146 -3.3465 -5.2882
C 0.9810 -2.3370 -4.3999
H 0.9559 -1.5202 -5.1249
H -1.2219 -0.8433 -4.3804
C 0.9376 2.4069 -2.2909
C 1.6282 1.5753 -1.2277
H 1.5769 2.5393 -3.1573
H 0.6104 3.3811 -1.8951
H 0.0464 1.8915 -2.7111
C 2.6563 0.7650 -1.5949
C 3.9541 1.1304 -2.2502
H 2.5665 -0.3385 -1.5376
H 4.0912 0.4532 -3.1059
H 4.8292 0.9736 -1.6013
H 3.9787 2.1778 -2.5823
Al 0.5796 1.2612 0.4181
Cl 2.1081 2.9135 0.7807
C 0.7477 1.9501 3.1283
O -0.0905 1.5947 2.2249
N 0.3981 2.6052 4.2195
C -0.9715 3.0720 4.3505
C 1.3456 3.0086 5.2643
H 1.8119 1.7335 2.9482
H -1.5675 2.6319 3.5629
H -1.0140 4.1610 4.2972
H -1.3627 2.7866 5.3247
H 2.2719 2.4159 5.1985
H 0.8555 2.8312 6.2366
H 1.5880 4.0852 5.1731
H -3.7348 -3.8256 -0.1541
H -3.0517 -3.4961 2.0684
C -2.7358 -3.4699 -0.4471
C -2.1707 -2.8796 1.8342
N -2.2660 -2.4348 0.4530
H -2.7791 -3.0717 -1.4641
C -2.3186 -1.1248 0.1214
O -1.7951 -0.2121 0.7773
H -2.1026 -2.0375 2.5296
H -2.8588 -0.9376 -0.8180
H -2.0377 -4.3162 -0.4091
H -1.2872 -3.5280 1.9296
H -3.1760 4.9380 -0.2933
H -4.8005 3.2148 -1.4881
C -2.3774 4.5036 -0.9081
C -3.8996 2.8746 -2.0267
N -2.7134 3.0999 -1.1934
H -1.4171 4.5848 -0.3931
C -1.9396 2.0816 -0.8817
O -0.8567 2.2264 -0.2286
H -3.9618 1.7928 -2.2318
H -2.2770 1.0898 -1.2330
H -2.3496 5.0542 -1.8589
H -3.8031 3.4345 -2.9754
C 0.5844 -1.2978 3.1917
C 1.7167 -1.0588 2.1858
C 2.5380 -2.3502 2.0719
C 1.1675 -0.6370 0.8245
H 0.2569 -2.3512 3.1480
H -0.2756 -0.6565 2.9668
H 0.9507 -1.0959 4.2103
H 2.3772 -0.2407 2.5355
H 1.8837 -3.1640 1.7196
H 3.3789 -2.2456 1.3735
H 2.9354 -2.6147 3.0625
H 1.9977 -0.7675 0.1296
H 0.3908 -1.3597 0.5538
```



| no. | DFT total energy (eV) |
| --- | --- |
| 1 | -75711.968 |
| 2 | -47249.721 |
| 3 | -53664.519 |
| 4 | -57364.563 |